(1)
Molecular formula: C28H22CuN6O2S2
Method: DFT, ωB97M-V with the def2-TZVPD basis set

Last column: natural (NBO) charge in e.
Cartesian coordinates (Å):
1 Cu 0.340 -0.548 0.120  1.28
2 O -1.166 1.647 1.382  -0.95
3 S -1.022 0.756 2.500  2.32
4 O -2.197 0.340 3.219  -0.95
5 N -0.152 -0.506 1.941  -1.06
6 C -0.066 -1.744 2.544  0.15
7 C -0.561 -2.122 3.784  -0.26
8 C -0.376 -3.426 4.264  -0.17
9 C 0.301 -4.379 3.551  -0.24
10 C 0.830 -4.043 2.289  -0.10
11 C 1.537 -4.943 1.463  -0.10
12 C 2.021 -4.533 0.251  -0.27
13 C 1.790 -3.214 -0.165  0.08
14 N 1.118 -2.358 0.570  -0.55
15 C 0.640 -2.733 1.788  0.20
16 C 0.068 1.537 3.671  -0.26
17 C 1.173 2.240 3.218  -0.20
18 C 2.005 2.850 4.143  -0.21
19 C 1.729 2.754 5.501  -0.19
20 C 0.618 2.049 5.942  -0.21
21 C -0.220 1.435 5.023  -0.22
22 H -1.111 -1.402 4.369  0.24
23 H -0.790 -3.681 5.231  0.22
24 H 0.432 -5.381 3.938  0.22
25 H 1.692 -5.960 1.804  0.22
26 H 2.573 -5.204 -0.391  0.23
27 H 2.152 -2.850 -1.119  0.22
28 H 1.364 2.314 2.155  0.24
29 H 2.868 3.409 3.805  0.22
30 H 2.380 3.233 6.220  0.22
31 H 0.399 1.981 6.999  0.22
32 H -1.105 0.899 5.338  0.24
33 S 1.588 0.434 -1.370  -0.48
34 C 0.191 0.935 -2.329  0.10
35 N 0.293 1.638 -3.423  -0.15
36 N 1.485 1.985 -3.815  -0.38
37 C 1.711 2.682 -4.999  0.23
38 C 3.027 2.904 -5.401  -0.27
39 C 3.282 3.590 -6.575  -0.19
40 C 2.235 4.061 -7.355  -0.24
41 C 0.926 3.839 -6.949  -0.19
42 C 0.655 3.154 -5.778  -0.27
43 N -1.079 0.576 -2.029  -0.13
44 N -1.267 -0.176 -1.042  -0.33
45 C -2.593 -0.634 -0.880  0.18
46 C -3.590 -0.309 -1.809  -0.23
47 C -4.858 -0.840 -1.679  -0.21
48 C -5.156 -1.700 -0.630  -0.20
49 C -4.175 -2.015 0.297  -0.19
50 C -2.900 -1.493 0.171  -0.23
51 H 2.277 1.672 -3.258  0.39
52 H 3.843 2.532 -4.791  0.21
53 H 4.305 3.757 -6.887  0.22
54 H 2.442 4.597 -8.271  0.21
55 H 0.106 4.204 -7.554  0.22
56 H -0.356 2.969 -5.447  0.24
57 H -3.343 0.359 -2.621  0.24
58 H -5.621 -0.589 -2.405  0.22
59 H -6.147 -2.127 -0.541  0.21
60 H -4.401 -2.670 1.128  0.22
61 H -2.145 -1.748 0.896  0.22

Forces on the atoms, in the same order (eV/Å):
0.2120 -0.0004 -0.2726
0.1143 -0.0580 -0.0479
0.2357 -0.1116 0.1126
0.0774 -0.1066 -0.0049
-0.6036 0.1447 0.3933
-0.0917 -0.1903 0.6786
0.1037 0.2769 -0.4184
0.0653 -0.2419 0.0659
-0.0828 -0.0057 0.1677
-0.0246 0.3132 -0.1960
0.0554 0.0181 -0.0591
0.0300 -0.1462 0.0715
-0.0780 0.1502 -0.0294
-0.0050 -0.0463 0.1314
0.0669 -0.2762 0.2279
-0.2827 -0.1807 0.0242
0.0596 0.0235 -0.0898
0.0219 0.0083 -0.0373
-0.0444 -0.0411 0.0558
0.0594 0.0306 -0.0031
-0.0227 -0.0158 0.0042
-0.0453 -0.0261 0.0519
0.0154 0.0100 -0.0035
-0.0003 0.0001 -0.0168
0.0075 0.0024 0.0047
-0.0062 0.0022 -0.0003
-0.0137 0.0075 -0.0052
0.0046 0.0101 0.0145
-0.0002 -0.0061 -0.0113
0.0068 0.0097 -0.0132
0.0085 0.0029 0.0015
0.0091 0.0222 0.0081
0.1377 0.1201 -0.4808
1.2294 0.3115 -0.0575
-0.5498 -0.1081 0.1225
0.3266 -0.1598 0.3036
-0.0731 0.2226 -0.3894
-0.0666 -0.0784 0.1447
-0.0255 0.0394 -0.0518
0.0329 0.0169 -0.0315
0.0526 0.0159 -0.0315
0.0253 -0.1372 0.1938
-1.0553 -0.3427 -0.0592
0.5468 0.4579 -0.3484
-0.8760 -0.2140 -0.1550
0.1905 0.0888 0.1248
-0.0258 -0.0129 -0.0049
0.0201 -0.0312 0.0426
-0.1278 -0.0540 0.0263
0.2448 0.2180 -0.1478
0.0467 0.0444 -0.0690
0.0068 0.0074 -0.0171
0.0077 -0.0061 0.0251
-0.0215 -0.0020 0.0012
-0.0106 -0.0028 0.0153
-0.0188 0.0342 -0.0489
-0.0454 -0.0224 -0.0331
0.0237 0.0162 -0.0033
-0.0030 0.0310 0.0254
0.0143 -0.0084 -0.0138
0.1407 -0.0241 0.1127

Charge: 0
HOMO level (alpha / beta) in eV: -7.5 / -7.4
2S+1: 2
Lowest unoccupied orbital energy (alpha / beta) in eV: -0.82 / -1.31

=====

(2)
Molecular formula: C31H28F6NO4ReSSb2
Method: DFT, ωB97M-V with the def2-TZVPD basis set

Last column: Mulliken spin population.
Cartesian coordinates (Å):
1 Re -0.598 -0.763 0.495  1.12
2 C 3.206 -1.842 1.192  -0.01
3 Sb 4.396 -1.876 -0.625  0.00
4 C 2.840 -1.256 -2.018  0.00
5 C 5.327 0.169 -0.226  0.00
6 C 4.859 1.119 -1.230  0.00
7 C 5.570 1.203 -2.439  0.00
8 C 5.241 2.118 -3.415  0.00
9 C 4.185 2.997 -3.197  0.00
10 C 3.458 2.910 -2.026  0.00
11 C 3.745 1.965 -1.043  0.00
12 C 2.901 1.967 0.171  0.00
13 Sb 0.797 1.395 -0.150  -0.04
14 C 0.510 1.722 -2.257  0.00
15 C -0.004 3.137 0.844  0.00
16 H 3.828 -1.503 2.015  0.00
17 H 2.836 -2.834 1.414  0.00
18 H 2.352 -1.181 1.045  0.00
19 H 2.576 -2.095 -2.653  0.00
20 H 3.225 -0.443 -2.620  0.00
21 H 1.964 -0.939 -1.459  0.01
22 H 6.401 0.022 -0.280  0.00
23 H 5.033 0.391 0.793  0.00
24 H 6.409 0.538 -2.591  0.00
25 H 5.805 2.166 -4.334  0.00
26 H 3.925 3.735 -3.940  0.00
27 H 2.646 3.601 -1.850  0.00
28 H 2.776 2.986 0.527  0.00
29 H 3.283 1.356 0.980  0.00
30 H 0.291 2.774 -2.424  0.00
31 H -0.333 1.117 -2.578  0.00
32 H 1.400 1.434 -2.811  0.00
33 H 0.289 4.024 0.282  0.00
34 H 0.427 3.179 1.847  0.00
35 H -1.088 3.092 0.928  0.00
36 F -4.025 -6.690 -0.139  0.00
37 C -3.041 -5.802 -0.170  -0.01
38 C -3.272 -4.486 0.231  0.00
39 F -4.466 -4.108 0.675  0.00
40 C -2.233 -3.574 0.167  -0.01
41 F -2.445 -2.273 0.548  0.01
42 C -0.950 -3.917 -0.265  0.00
43 S 0.356 -2.767 -0.365  -0.06
44 C -0.735 -5.254 -0.626  0.00
45 F 0.484 -5.635 -1.007  0.00
46 C -1.764 -6.187 -0.583  0.00
47 F -1.531 -7.447 -0.921  0.00
48 O -1.976 0.754 0.948  -0.04
49 C -2.466 0.778 -0.219  -0.01
50 O -1.885 0.161 -1.144  -0.01
51 C -3.681 1.590 -0.436  -0.01
52 C -4.464 1.896 0.676  0.00
53 C -5.620 2.632 0.520  0.00
54 C -5.961 3.071 -0.752  0.00
55 C -5.167 2.807 -1.860  0.00
56 C -4.021 2.055 -1.703  0.00
57 N -7.197 3.814 -0.947  0.00
58 O -7.409 4.246 -2.056  0.00
59 O -7.920 3.941 0.011  0.00
60 H -4.156 1.536 1.646  0.00
61 H -6.264 2.862 1.355  0.00
62 H -5.481 3.182 -2.821  0.00
63 H -3.384 1.827 -2.542  0.00
64 F 0.124 -1.790 6.555  0.01
65 C 0.071 -1.575 5.237  0.05
66 C 0.030 -0.274 4.758  -0.02
67 C -0.046 -0.072 3.393  -0.01
68 C -0.055 -1.138 2.476  -0.01
69 C 0.017 -2.433 3.013  0.02
70 C 0.054 -2.661 4.374  -0.01
71 H 0.045 0.552 5.454  0.00
72 H -0.120 0.946 3.025  0.01
73 H 0.020 -3.290 2.352  0.00
74 H 0.061 -3.663 4.772  0.00

Forces on the atoms, in the same order (eV/Å):
0.7124 -2.8367 0.1435
0.1073 0.1604 -0.5234
0.3621 0.3639 0.1637
0.3571 -0.0592 0.5210
-0.5802 -1.4304 0.1238
-0.2258 0.7563 -0.3879
-0.1483 0.0355 0.2496
-0.2107 0.1247 0.0076
-0.0682 -0.0261 -0.0704
0.1537 -0.0346 -0.1044
0.6478 -0.1509 -0.6075
-0.4932 -0.4063 0.2650
1.0034 0.7735 -0.3723
-0.1161 -0.1028 0.2983
-0.0620 -0.3500 -0.1607
0.0412 0.0845 0.1039
-0.0574 -0.2060 0.0628
0.1187 0.0513 0.2025
-0.0270 -0.0841 -0.0563
0.0334 0.1831 -0.1767
-0.0768 0.1129 -0.0878
0.0239 -0.0584 0.0415
0.0848 0.1176 0.1103
0.0768 -0.0307 0.0233
0.0698 -0.0090 -0.0568
0.0136 0.0887 -0.0543
-0.1219 0.1406 -0.0403
-0.1194 0.0706 0.1770
0.0131 -0.0597 0.1287
0.0389 0.0585 0.0059
-0.0002 0.0097 0.0304
0.0704 0.0272 0.1589
0.0556 -0.0795 0.0100
0.0031 -0.0149 -0.1342
0.0558 0.0057 -0.0302
0.2298 0.2410 0.0352
0.2142 0.0342 0.0144
0.0193 0.2553 0.0554
0.0833 -0.1025 -0.1187
0.5652 -0.5636 -0.2628
-0.0189 -0.0894 0.0491
-0.8169 -0.4049 0.2226
-0.1568 2.2210 0.0959
-0.0621 0.3295 0.0981
-0.3226 -0.0091 0.0379
-0.0515 0.0576 0.0415
-0.0861 0.1778 0.0204
0.2849 -0.3984 0.4982
-1.4555 1.4980 -0.1607
0.6494 -1.0702 0.4903
-0.0480 0.0549 0.0644
0.0991 -0.0268 -0.1477
-0.2708 0.1435 -0.1367
0.9896 -0.6350 0.0928
-0.3017 0.1364 0.0104
0.0831 -0.1639 0.2048
-0.2406 0.2289 -0.0900
-0.1313 0.1409 -0.2552
-0.2689 0.0729 0.3129
-0.0768 0.0130 0.0788
-0.0197 0.0165 0.0167
0.0541 0.0035 -0.0556
-0.0003 -0.0453 -0.1393
-0.0220 0.0660 -0.3061
-0.0133 0.1272 -0.1142
0.0569 -0.1241 0.1890
0.0135 0.2504 -0.1588
-0.6413 0.6411 -0.7969
-0.2157 -0.2788 -0.1462
0.0594 0.0274 0.0778
-0.0100 0.0483 0.0355
-0.0304 0.0020 0.0748
0.0301 -0.0139 0.0464
0.0938 -0.0868 0.0611

Charge: +1
HOMO level (alpha / beta) in eV: -10.4 / -10.4
2S+1: 2
Lowest unoccupied orbital energy (alpha / beta) in eV: -5.51 / -5.02

=====

ΔE to the lowest compared entry with this formula, charge and spin / kJ/mol: 18.7 175.7